{"formula": "C52H35Cl4IrN4Si", "method": "ωB97M-V with the def2-TZVPD basis set", "elements": ["Ir", "Cl", "C", "C", "C", "C", "C", "C", "C", "C", "C", "C", "C", "C", "C", "C", "C", "C", "Cl", "C", "C", "C", "N", "C", "C", "C", "C", "C", "C", "Cl", "C", "C", "C", "C", "C", "C", "N", "C", "C", "C", "C", "C", "N", "C", "C", "C", "C", "Cl", "C", "C", "C", "C", "N", "H", "H", "H", "H", "H", "H", "H", "H", "H", "H", "H", "H", "H", "H", "H", "H", "H", "H", "H", "H", "H", "H", "H", "H", "C", "Si", "C", "C", "C", "C", "C", "C", "C", "H", "H", "H", "H", "H", "H", "H", "H", "H", "H", "H"], "coordinates": [[0.144927, 0.155077, 0.680650], [-5.558039, -5.134018, 6.017557], [-4.519579, -4.195067, 4.988728], [-3.365266, -3.635916, 5.510037], [-2.547763, -2.879695, 4.684196], [-2.870583, -2.669796, 3.346293], [-4.029213, -3.255583, 2.846159], [-4.856470, -4.016687, 3.657786], [-1.979105, -1.836724, 2.484410], [-2.516942, -0.709429, 1.884036], [-3.895677, -0.275609, 1.993389], [-4.041195, 0.795556, 1.197235], [-2.740377, 1.080685, 0.621991], [-2.456653, 2.237612, -0.093985], [-3.622923, 3.008375, -0.621824], [-3.894668, 4.323258, -0.256132], [-4.987025, 5.000881, -0.776539], [-5.818526, 4.354926, -1.676240], [-7.187392, 5.198212, -2.336147], [-5.575783, 3.045523, -2.052838], [-4.480592, 2.381423, -1.521590], [-1.178605, 2.717689, -0.321275], [-0.022881, 2.021311, -0.086187], [1.013821, 2.817260, -0.488382], [2.357146, 2.475500, -0.491618], [3.321324, 3.484749, -1.032933], [3.802619, 4.511603, -0.228969], [4.710834, 5.436594, -0.724424], [5.137628, 5.325838, -2.036836], [6.282241, 6.474499, -2.663945], [4.667652, 4.315232, -2.858689], [3.761325, 3.397270, -2.349095], [2.879005, 1.271373, -0.044686], [4.282624, 0.921580, -0.051577], [4.379643, -0.326779, 0.441524], [3.038214, -0.763769, 0.766431], [2.152584, 0.231087, 0.467236], [2.719553, -1.997715, 1.317258], [1.455324, -2.371989, 1.744405], [1.134102, -3.616049, 2.404353], [-0.156332, -3.544005, 2.778277], [-0.662850, -2.261920, 2.334129], [0.333258, -1.584903, 1.691170], [3.835552, -2.979226, 1.480739], [4.397799, -3.589140, 0.364902], [5.427314, -4.509819, 0.498109], [5.898407, -4.816805, 1.762801], [7.184594, -5.973959, 1.939436], [5.362336, -4.215606, 2.889991], [4.330248, -3.301123, 2.741357], [0.488503, 4.066228, -0.997095], [-0.851767, 3.999626, -0.910491], [-1.839959, 0.153128, 1.060880], [-3.111981, -3.789243, 6.549853], [-1.649254, -2.430946, 5.089903], [-4.276992, -3.138024, 1.798078], [-5.750333, -4.476617, 3.259783], [-4.648189, -0.720487, 2.622035], [-4.931298, 1.382652, 1.045796], [-3.268388, 4.819229, 0.476716], [-5.196999, 6.019521, -0.481136], [-6.231430, 2.554157, -2.758227], [-4.272885, 1.363176, -1.828338], [3.462723, 4.588566, 0.796581], [5.087499, 6.234493, -0.099655], [5.007469, 4.250349, -3.882993], [3.384654, 2.604208, -2.983794], [5.080842, 1.565515, -0.382074], [5.273735, -0.908178, 0.593320], [1.814376, -4.439037, 2.549851], [-0.733645, -4.298147, 3.286259], [4.028951, -3.340295, -0.622988], [5.859785, -4.987108, -0.370303], [5.750224, -4.460135, 3.869079], [3.906228, -2.822683, 3.615790], [1.082822, 4.884388, -1.369024], [-1.554600, 4.747434, -1.236805], [1.472473, -1.841415, -1.834515], [-0.127009, -1.008881, -1.354468], [-1.376403, -2.338099, -0.953342], [-0.697615, -0.200740, -2.960427], [-0.993765, -1.123290, -3.975287], [-1.442848, -0.719277, -5.223399], [-1.608487, 0.632019, -5.496611], [-1.304643, 1.564498, -4.518522], [-0.851700, 1.148952, -3.270560], [1.313334, -2.455150, -2.724111], [1.831632, -2.489563, -1.032463], [2.247807, -1.105238, -2.062215], [-1.677322, -2.884630, -1.850678], [-2.271946, -1.904642, -0.504672], [-0.949854, -3.050037, -0.241469], [-0.881276, -2.186051, -3.790577], [-1.663531, -1.459215, -5.982683], [-1.965432, 0.952328, -6.467197], [-1.416224, 2.622867, -4.721155], [-0.592912, 1.902007, -2.547327]], "forces_ev_per_a": [[-0.087, 0.126, -0.477], [0.013, -0.005, -0.008], [-0.006, 0.005, -0.002], [0.034, 0.008, -0.003], [-0.030, 0.064, 0.089], [0.064, 0.041, -0.043], [-0.004, -0.108, -0.109], [0.010, -0.002, -0.023], [-0.110, -0.207, 0.159], [-0.225, 0.189, -0.072], [0.172, -0.236, 0.131], [0.171, 0.150, -0.296], [-0.321, -0.059, 0.256], [-0.321, 0.162, 0.036], [0.070, -0.038, 0.056], [-0.038, 0.032, 0.202], [0.022, -0.013, 0.000], [0.002, 0.017, 0.012], [0.014, -0.006, 0.008], [0.024, -0.027, -0.005], [0.002, -0.014, -0.148], [0.243, 0.139, -0.358], [0.017, 0.126, 0.111], [-0.136, 0.225, -0.219], [0.131, 0.158, -0.038], [0.007, -0.082, 0.040], [-0.003, 0.034, 0.004], [-0.017, -0.017, 0.024], [0.007, 0.013, -0.008], [-0.017, -0.007, 0.006], [-0.011, -0.019, -0.003], [-0.013, 0.011, -0.031], [0.150, -0.127, -0.019], [-0.179, 0.177, -0.057], [-0.144, -0.214, 0.081], [0.233, 0.112, -0.006], [0.089, 0.047, -0.019], [0.248, -0.073, 0.042], [-0.099, -0.066, 0.254], [0.198, 0.072, -0.156], [-0.256, 0.162, 0.020], [0.111, -0.297, 0.019], [0.072, -0.162, -0.078], [-0.091, 0.002, 0.041], [0.062, -0.026, -0.055], [-0.030, 0.014, -0.019], [0.024, -0.008, 0.022], [-0.023, 0.030, 0.000], [-0.027, 0.009, -0.004], [0.011, 0.016, -0.002], [0.271, -0.146, 0.113], [-0.183, -0.151, -0.025], [-0.078, 0.173, 0.176], [-0.009, 0.009, 0.003], [-0.007, -0.006, -0.006], [-0.007, 0.042, 0.019], [-0.004, 0.006, 0.006], [0.043, -0.055, -0.004], [0.021, 0.031, -0.018], [0.020, -0.026, -0.060], [-0.007, -0.004, 0.001], [-0.001, 0.003, 0.000], [-0.009, 0.004, 0.015], [0.011, -0.004, 0.001], [0.001, -0.002, 0.001], [0.003, -0.005, 0.002], [0.009, -0.006, 0.003], [-0.020, 0.016, -0.014], [-0.009, -0.008, 0.016], [0.021, 0.039, 0.004], [-0.012, 0.022, 0.001], [-0.011, -0.005, 0.010], [-0.001, 0.000, 0.003], [-0.001, -0.005, -0.001], [-0.001, -0.013, 0.001], [0.027, -0.034, -0.036], [-0.039, -0.058, 0.051], [0.233, -0.096, 0.028], [0.098, 0.010, 0.569], [-0.165, -0.211, -0.103], [-0.186, 0.121, -0.062], [-0.089, 0.056, -0.024], [0.028, 0.002, 0.022], [-0.004, -0.007, 0.003], [0.019, -0.007, 0.033], [0.087, -0.037, -0.071], [-0.009, 0.007, -0.027], [-0.021, 0.013, -0.091], [0.015, -0.040, -0.012], [-0.001, -0.036, 0.061], [-0.021, -0.050, -0.053], [-0.035, 0.005, -0.033], [0.008, 0.005, -0.016], [-0.004, -0.001, 0.003], [0.002, 0.004, 0.000], [0.004, -0.003, 0.003], [-0.002, 0.116, 0.153]], "relative_energy_kcal_mol": 0.00, "gap_ev": 6.2, "lumo_energy_ev": -1.19}